{"formula": "C4H16N4O5Rb", "method": "wB97M-V/def2-TZVPD", "symbols": ["Rb", "C", "O", "N", "N", "H", "H", "H", "H", "C", "O", "N", "N", "H", "H", "H", "H", "O", "H", "H", "C", "C", "O", "O", "H", "H", "H", "H", "H", "H"], "positions_angstrom": [[-6.9835, -9.1801, 9.3021], [-6.5876, -8.6741, 13.2816], [-6.7203, -9.3372, 12.2580], [-6.5943, -7.3175, 13.2331], [-6.4205, -9.2190, 14.5205], [-6.3734, -6.9235, 12.3378], [-6.2224, -6.8016, 13.9898], [-6.3086, -8.5705, 15.2700], [-6.8927, -10.0603, 14.6515], [-7.1008, -5.8521, 7.1628], [-6.8291, -6.5514, 8.1459], [-7.1176, -6.3333, 5.8852], [-7.3805, -4.4941, 7.3002], [-7.1505, -5.6651, 5.1443], [-6.6353, -7.1895, 5.7672], [-7.1471, -3.8436, 6.5417], [-7.2695, -4.1461, 8.2541], [-4.3301, -9.7593, 7.8169], [-3.8347, -9.2949, 7.1291], [-3.6928, -10.1701, 8.4752], [-2.0275, -10.9460, 10.7258], [-0.7355, -10.5478, 10.0743], [-0.1712, -9.4109, 10.6159], [-3.0550, -9.9344, 10.4138], [-2.0112, -11.1688, 11.8173], [-2.4075, -11.8683, 10.2304], [-0.9872, -10.4255, 9.0106], [-0.0579, -11.4751, 10.0622], [0.1216, -8.7868, 9.9037], [-2.6632, -9.0417, 10.6437]], "mulliken_charge": [0.92, 0.55, -0.58, -0.40, -0.39, 0.20, 0.21, 0.19, 0.24, 0.52, -0.55, -0.39, -0.45, 0.20, 0.23, 0.22, 0.24, -0.60, 0.27, 0.32, -0.39, -0.27, -0.51, -0.49, 0.28, 0.29, 0.21, 0.28, 0.34, 0.31], "largest_force_ev_per_a": 2.8, "gap_ev": 10.25, "total_charge": 1, "homo_energy_ev": -12.8, "total_energy_ev": -21258.385}